No. 1
Computed, not measured: a 2-piece molecular cluster, C5H8O2 overall at a distorted geometry, with ωB97M-V/def2-TZVPD.

Geometry as XYZ:
```
15
Properties=species:S:1:pos:R:3:forces:R:3:nbo_charge:R:1
C -0.610 1.280 -0.207 0.04 0.03 0.00 -0.63
C -0.362 -0.191 0.025 -0.28 0.03 -0.02 0.21
C -1.467 -0.946 0.721 -0.02 -0.04 0.01 -0.62
C 0.573 -0.912 -0.841 -0.03 -0.13 -0.26 -0.12
C 2.947 1.098 -0.172 1.03 0.04 1.11 0.50
O 3.618 1.029 0.744 -0.85 0.08 -1.14 -0.51
O 0.950 -0.530 0.478 0.08 0.00 0.18 -0.51
H 0.254 1.751 -0.683 -0.14 -0.09 0.06 0.23
H -1.486 1.418 -0.851 0.12 -0.02 0.09 0.22
H -0.805 1.790 0.744 0.03 -0.08 -0.12 0.22
H -1.175 -1.988 0.879 -0.05 0.14 -0.03 0.22
H -1.679 -0.496 1.698 0.03 -0.04 -0.14 0.22
H -2.384 -0.920 0.124 0.10 0.00 0.09 0.21
H 0.455 -1.985 -0.993 0.00 0.15 0.03 0.18
H 1.084 -0.375 -1.641 -0.07 -0.07 0.14 0.19
```
Forces are in eV/Å.

Kohn-Sham gap: 11.27 eV
Energy relative to the best compared isomer or geometry (same formula, charge and spin): 34.3 kcal/mol
Charge: 0
LUMO level: 1.0 eV

=====

No. 2
Computed, not measured: an isolated molecule of C5H8O2, with ωB97M-V/def2-TZVPD.

Geometry as XYZ:
```
15
Properties=species:S:1:pos:R:3:forces:R:3:nbo_charge:R:1
C -1.051 1.092 1.141 -0.03 0.04 0.09 -0.60
C -0.791 0.048 0.056 -0.07 0.12 -0.05 -0.42
C -0.726 0.769 -1.287 0.32 -0.33 0.03 0.30
O 0.264 0.241 -1.949 -0.27 0.17 -0.01 -0.47
C 0.888 -0.919 -1.299 0.04 -0.19 0.10 -0.14
C 0.510 -0.785 0.170 -0.15 -0.17 -0.18 0.06
O 1.520 -0.192 0.958 0.07 0.26 -0.09 -0.70
H -2.018 1.565 0.946 0.14 -0.07 0.09 0.23
H -0.299 1.887 1.098 -0.10 -0.10 0.07 0.20
H -1.046 0.669 2.149 0.01 -0.01 -0.15 0.22
H -1.649 -0.641 0.001 0.10 0.13 -0.08 0.24
H 0.445 -1.797 -1.776 0.11 0.05 0.11 0.20
H 1.961 -0.887 -1.491 -0.15 0.02 0.05 0.21
H 0.344 -1.769 0.617 -0.05 0.17 -0.06 0.20
H 1.649 0.719 0.667 0.03 -0.09 0.08 0.47
```
Forces are in eV/Å.

Kohn-Sham gap: 9.35 eV
Energy relative to the best compared isomer or geometry (same formula, charge and spin): 66.8 kcal/mol
Charge: 0
LUMO level: 0.8 eV

=====

No. 3
Computed, not measured: an isolated molecule of C5H8O2 at a distorted geometry, with ωB97M-V/def2-TZVPD.

Geometry as XYZ:
```
15
Properties=species:S:1:pos:R:3:forces:R:3:nbo_charge:R:1
C 1.564 0.792 -0.404 0.02 -0.05 -0.03 -0.63
C 0.404 0.026 0.188 0.28 -0.05 0.10 0.25
O 0.854 -0.463 1.470 0.48 -0.49 -0.42 -0.73
C -0.974 0.692 0.463 0.05 0.04 0.19 -0.46
C -1.642 -0.422 -0.339 -0.21 -0.05 0.31 0.04
O -1.076 -0.435 -1.652 0.17 0.28 0.09 -0.48
C -0.346 -1.058 -0.609 0.35 -0.32 0.11 0.01
H 1.384 1.128 -1.430 -0.15 -0.13 0.17 0.23
H 1.774 1.674 0.213 -0.04 -0.17 -0.08 0.22
H 2.446 0.147 -0.381 -0.03 0.13 -0.10 0.22
H 0.442 -1.313 1.682 0.01 0.25 -0.19 0.47
H -0.923 0.466 1.536 -1.29 0.69 -0.14 0.24
H -1.203 1.736 0.215 0.16 -0.32 0.06 0.22
H -2.629 -0.867 -0.237 0.22 0.10 0.01 0.20
H -0.074 -2.103 -0.716 -0.03 0.09 -0.07 0.20
```
Forces are in eV/Å.

Kohn-Sham gap: 10.95 eV
SMILES: C[C@@]1(O)C[C@H]2O[C@H]21
Energy relative to the best compared isomer or geometry (same formula, charge and spin): 60.8 kcal/mol
Charge: 0
LUMO level: 0.9 eV

=====

No. 4
Computed, not measured: an isolated molecule of C5H8O2, with ωB97M-V/def2-TZVPD.

Geometry as XYZ:
```
15
Properties=species:S:1:pos:R:3:forces:R:3:nbo_charge:R:1
C 1.719 0.951 -0.068 0.12 -0.28 0.11 -0.65
C 0.634 -0.014 -0.564 -0.05 0.23 -0.12 0.08
O 0.522 -1.506 -0.500 0.29 0.40 0.07 -0.51
C -0.891 -1.383 -0.273 -0.23 -0.04 -0.02 0.04
C -1.036 -0.932 1.135 0.07 0.13 0.18 -0.45
C -0.716 0.085 0.073 -0.01 -0.05 0.05 0.20
O -1.462 1.245 0.075 -0.27 0.07 -0.40 -0.68
H 1.497 1.346 0.929 0.09 -0.31 -0.05 0.22
H 2.732 0.551 -0.087 -0.02 -0.12 0.02 0.23
H 1.712 1.818 -0.753 -0.02 -0.39 0.23 0.22
H 0.572 0.108 -1.646 -0.28 0.45 -0.11 0.17
H -1.604 -1.895 -0.915 0.29 -0.10 0.22 0.21
H -2.064 -0.783 1.466 0.24 -0.06 -0.02 0.23
H -0.333 -1.298 1.882 -0.08 0.13 -0.13 0.22
H -1.317 1.708 -0.758 -0.13 -0.05 -0.03 0.47
```
Forces are in eV/Å.

Kohn-Sham gap: 9.84 eV
SMILES: C[C@H]1O[C@H]2C[C@]21O
Energy relative to the best compared isomer or geometry (same formula, charge and spin): 72.6 kcal/mol
Charge: 0
LUMO level: 0.8 eV

=====

No. 5
Computed, not measured: a 2-piece molecular cluster, C5H8O2 overall, with ωB97M-V/def2-TZVPD.

Geometry as XYZ:
```
15
Properties=species:S:1:pos:R:3:forces:R:3:nbo_charge:R:1
C -1.966 -1.047 0.279 0.01 -0.02 0.03 -0.63
C -0.796 -0.323 -0.286 -0.23 0.01 0.13 0.24
C -0.417 1.108 -0.283 -0.12 0.17 -0.08 -0.43
C 0.559 0.034 0.234 0.09 -0.15 -0.08 0.05
O 1.017 0.020 1.527 0.14 0.11 0.00 -0.68
C 1.106 -0.728 -0.956 -0.29 0.02 0.03 0.29
O -0.128 -0.886 -1.463 0.17 -0.04 -0.08 -0.47
H -2.830 -0.981 -0.389 0.12 0.02 0.07 0.23
H -2.234 -0.607 1.243 0.03 -0.04 -0.12 0.24
H -1.716 -2.100 0.433 -0.04 0.14 -0.02 0.23
H -0.238 1.630 -1.219 0.00 -0.11 0.10 0.23
H -0.833 1.702 0.527 0.05 -0.10 -0.08 0.24
H 1.763 0.632 1.584 -0.05 -0.08 0.06 0.48
H 3.543 1.072 -0.486 -0.04 -0.09 -0.04 -0.03
H 3.169 0.475 -0.746 0.15 0.17 0.07 0.02
```
Forces are in eV/Å.

Kohn-Sham gap: 9.18 eV
Energy relative to the best compared isomer or geometry (same formula, charge and spin): 132.2 kcal/mol
Charge: 0
LUMO level: 0.6 eV

=====

No. 6
Computed, not measured: C5H8O2 as an isolated structure, with ωB97M-V/def2-TZVPD.

Geometry as XYZ:
```
15
Properties=species:S:1:pos:R:3:forces:R:3:mulliken_charge:R:1
C -1.263 0.679 0.324 -0.14 -0.15 0.28 -0.53
O -0.780 1.320 -0.832 0.05 0.11 -0.02 -0.40
C 0.475 0.620 -1.254 0.04 -0.09 -0.27 0.15
C 0.000 -1.006 -0.824 -0.04 -0.21 0.04 -0.81
C -0.243 -0.439 0.465 0.22 0.13 -0.02 0.64
C 0.876 -0.191 1.278 0.08 0.13 -0.05 -0.80
O 1.541 0.966 -0.671 -0.16 0.05 0.02 -0.68
H -2.279 0.292 0.161 0.14 0.07 0.02 0.27
H -1.271 1.339 1.203 0.04 -0.06 -0.16 0.27
H 0.440 0.596 -2.353 0.05 0.03 0.13 0.44
H 0.876 -1.638 -0.953 -0.12 0.10 0.04 0.33
H -0.878 -1.321 -1.390 0.16 0.09 0.06 0.30
H -0.102 -1.023 1.654 -0.16 -0.14 0.05 0.25
H 0.861 0.631 1.987 -0.02 -0.10 -0.09 0.28
H 1.750 -0.829 1.218 -0.13 0.04 -0.02 0.29
```
Forces are in eV/Å.

Kohn-Sham gap (spin up / spin down): 8.92 / 8.92 eV
Energy relative to the best compared isomer or geometry (same formula, charge and spin): 111.3 kcal/mol
Charge: 0
LUMO level (spin up / spin down): 0.2 / 0.2 eV